C8H6Cl2NO4PtSbSe4 | ωB97M-V/def2-TZVPD

CARTESIAN COORDINATES (ANGSTROEM)
Pt (0.482, -0.118, -1.311)
O (3.300, -1.652, 1.139)
C (2.349, -0.901, 0.575)
O (2.118, -1.116, -0.665)
C (1.636, 0.088, 1.289)
C (1.736, 0.589, 2.615)
C (0.934, 1.635, 2.988)
C (0.003, 2.236, 2.092)
C (-0.089, 1.687, 0.828)
N (0.673, 0.666, 0.495)
C (-1.011, 2.114, -0.316)
O (-1.802, 3.032, -0.144)
O (-0.882, 1.452, -1.428)
H (3.497, -2.344, 0.465)
H (2.439, 0.143, 3.304)
H (1.007, 2.015, 4.000)
H (-0.622, 3.071, 2.367)
Cl (-3.245, -0.531, -0.650)
C (-3.913, 0.936, -1.340)
Cl (-5.705, 0.878, -1.493)
H (-3.503, 1.057, -2.335)
H (-3.665, 1.785, -0.714)
Se (-0.047, -5.234, -3.721)
Sb (0.988, -3.487, -2.417)
Se (0.518, -1.215, -3.488)
Se (-0.458, -2.781, -0.447)
Se (3.262, -4.007, -1.685)

Summary:
charge	-2
2S+1	3
Kohn-Sham gap (spin up / spin down)	5.5 / 5.6	eV
ΔE to the lowest compared entry with this formula, charge and spin	13.1	kcal per mole

***

C34H73BI2N5O10PS3 | ωB97M-V/def2-TZVPD

CARTESIAN COORDINATES (ANGSTROEM)
C (6.294, 1.349, 3.753)
C (5.352, -0.033, 3.753)
C (3.804, 0.481, 3.598)
C (5.865, -1.041, 2.549)
C (5.840, -0.306, 1.071)
C (5.063, -2.511, 2.554)
O (4.609, -2.734, 1.203)
C (3.290, -3.459, 1.121)
C (3.213, -3.722, -0.532)
C (4.631, -3.316, -1.296)
O (5.563, -4.292, -1.363)
O (2.336, -2.602, 1.697)
C (0.939, -2.701, 1.563)
S (0.128, -4.185, 0.788)
N (0.452, -2.793, 3.037)
C (0.374, -4.103, 3.430)
S (0.174, -5.674, 4.065)
C (0.129, -1.336, 1.012)
O (-0.403, -0.624, 2.148)
C (-1.778, -0.155, 2.104)
C (-2.037, 0.863, 0.852)
C (-3.561, 1.392, 0.602)
C (-3.546, 3.034, 0.289)
C (-2.653, 3.435, -1.030)
N (-2.959, 2.523, -2.205)
C (-2.957, -1.282, 2.064)
P (-2.970, -2.649, 3.362)
O (-4.481, -2.820, 3.914)
O (-2.690, -4.192, 2.526)
O (-2.014, -2.426, 4.784)
C (-1.931, 0.572, 3.609)
I (0.004, 0.385, 4.725)
C (-2.195, 2.171, 3.602)
C (-0.841, 3.096, 3.272)
I (-2.612, 2.665, 5.749)
S (1.072, -0.287, -0.198)
C (0.264, -0.429, -1.928)
O (2.554, -0.594, -0.447)
O (1.055, 1.260, 0.124)
B (3.602, -4.913, 1.879)
N (3.416, -5.153, 3.391)
O (4.157, -6.113, 1.155)
H (6.615, 1.680, 4.829)
H (5.732, 2.224, 3.168)
H (7.290, 1.153, 3.128)
H (5.558, -0.534, 4.817)
H (3.777, 1.616, 3.968)
H (3.070, -0.086, 4.349)
H (3.384, 0.488, 2.506)
H (7.017, -1.247, 2.781)
H (4.731, 0.001, 0.862)
H (6.472, 0.698, 1.046)
H (6.286, -0.990, 0.224)
H (5.883, -3.280, 2.956)
H (4.269, -2.416, 3.400)
H (2.310, -3.119, -1.029)
H (3.015, -4.846, -0.804)
H (4.843, -2.239, -1.718)
H (1.023, -5.177, 0.381)
H (-0.795, -1.773, 0.394)
H (-1.749, 0.316, -0.171)
H (-1.359, 1.840, 0.860)
H (-4.096, 0.918, -0.351)
H (-4.258, 1.272, 1.554)
H (-4.654, 3.453, 0.146)
H (-3.100, 3.659, 1.192)
H (-1.506, 3.420, -0.704)
H (-2.855, 4.567, -1.348)
H (-3.331, 3.150, -2.955)
H (-2.001, 2.191, -2.528)
H (-4.064, -0.834, 2.086)
H (-2.886, -1.809, 0.994)
H (-2.885, -4.051, 1.534)
H (-2.234, -3.210, 5.380)
H (-2.756, 0.072, 4.271)
H (-3.158, 2.552, 3.067)
H (-0.113, 2.548, 2.503)
H (-1.225, 4.115, 2.788)
H (-0.248, 3.401, 4.232)
H (-0.404, 0.552, -2.046)
H (-0.474, -1.336, -2.002)
H (1.072, -0.382, -2.775)
H (4.340, -5.409, 3.841)
H (3.151, -4.251, 3.872)
H (3.667, -6.892, 1.596)
C (-8.881, 1.432, -4.544)
C (-7.809, 0.819, -3.648)
N (-7.927, 1.182, -2.230)
C (-6.754, 0.805, -1.437)
C (-6.449, -0.683, -1.288)
C (-9.220, 0.906, -1.599)
C (-9.713, -0.537, -1.603)
H (-8.892, 2.524, -4.459)
H (-8.678, 1.178, -5.591)
H (-9.879, 1.053, -4.308)
H (-6.842, 1.179, -4.021)
H (-7.813, -0.267, -3.787)
H (-6.834, 1.247, -0.436)
H (-5.874, 1.287, -1.883)
H (-7.124, -1.165, -0.582)
H (-5.434, -0.812, -0.897)
H (-6.497, -1.217, -2.242)
H (-9.981, 1.526, -2.088)
H (-9.206, 1.272, -0.564)
H (-9.560, -1.034, -2.564)
H (-10.788, -0.559, -1.392)
H (-9.228, -1.129, -0.823)
C (5.505, 1.018, -5.771)
C (4.691, 1.139, -4.486)
N (5.269, 2.048, -3.489)
C (4.624, 1.951, -2.176)
C (3.159, 2.368, -2.074)
C (5.550, 3.411, -3.944)
C (4.383, 4.229, -4.486)
H (6.534, 0.705, -5.562)
H (5.052, 0.267, -6.428)
H (5.533, 1.958, -6.329)
H (4.637, 0.132, -4.051)
H (3.666, 1.423, -4.744)
H (5.204, 2.526, -1.443)
H (4.704, 0.910, -1.836)
H (3.047, 3.452, -2.088)
H (2.744, 2.017, -1.124)
H (2.547, 1.939, -2.873)
H (6.320, 3.362, -4.724)
H (6.031, 3.975, -3.135)
H (3.733, 3.652, -5.149)
H (4.765, 5.078, -5.063)
H (3.776, 4.645, -3.678)

Summary:
charge	0
Kohn-Sham gap	6.8	eV

***

C5H11NO | ωB97M-V/def2-TZVPD

CARTESIAN COORDINATES (ANGSTROEM)
N (1.489, -0.748, -0.324)
C (0.153, -0.908, 0.327)
C (-0.844, 0.003, 0.052)
C (-0.671, 1.035, -0.924)
C (-1.613, 1.938, -1.467)
C (-0.063, -2.249, 0.972)
H (2.055, -1.428, 0.174)
H (1.430, -1.110, -1.279)
H (-1.850, -0.304, 0.336)
H (0.371, 1.138, -1.211)
H (-1.641, 2.202, -2.515)
H (-2.379, 2.371, -0.816)
H (0.424, -2.242, 1.960)
H (-1.156, -2.357, 1.132)
H (0.243, -3.083, 0.332)
H (1.833, 1.834, 0.493)
H (0.730, 2.255, 1.381)
O (1.491, 1.654, 1.380)

Summary:
charge	-1
2S+1	2
Kohn-Sham gap (spin up / spin down)	4.1 / 6.0	eV
ΔE to the lowest compared entry with this formula, charge and spin	44.4	kcal per mole

***

C2HCl2FS | ωB97M-V/def2-TZVPD

CARTESIAN COORDINATES (ANGSTROEM)
F (-0.109, 0.510, -1.947)
C (-0.717, 0.080, -0.862)
S (-2.122, -0.481, -0.629)
C (0.460, -0.138, 0.527)
Cl (-0.160, 0.602, 2.009)
Cl (1.939, 0.658, 0.105)
H (0.710, -1.232, 0.797)

Summary:
charge	0
structure (SMILES)	FC(=S)C(Cl)Cl
Kohn-Sham gap	9.3	eV
ΔE to the lowest compared entry with this formula, charge and spin	27.9	kcal per mole